Entry from the Open Molecules 2025 dataset: a structure of composition CH6NOS2 in a non-equilibrium geometry (ωB97M-V/def2-TZVPD).

Last column: natural (NBO) charge in e.
CARTESIAN COORDINATES (ANGSTROEM)
S 0.7185 -0.2830 -1.5588  -0.51
S 2.3134 -0.0854 -0.2290  -0.23
H -0.4283 0.1268 -0.5345  0.36
H 2.6718 1.1553 -0.5386  0.09
N -3.0477 0.0255 1.7258  -0.87
C -1.6917 -0.2914 1.2392  0.12
O -1.2817 0.5309 0.2372  -0.85
H -3.6182 0.1095 0.8911  0.34
H -3.0102 0.9625 2.1056  0.33
H -1.0168 -0.2292 2.1264  0.11
H -1.7365 -1.3359 0.9209  0.11

For the total energy, the calculation gives -968.09972 Ha. The value obtained for the lowest unoccupied orbital energy is 0.1292 Ha. The highest occupied orbital energy comes out at -3.4 eV. As for the molar mass: 112.2 g/mol. The net charge is -1.

Entry from the Open Molecules 2025 dataset: a cluster of 2 separate species, CH6NP in total in a non-equilibrium geometry (ωB97M-V/def2-TZVPD).

Last column: natural (NBO) charge in e.
CARTESIAN COORDINATES (ANGSTROEM)
C 0.9802 0.4553 -0.3681  -0.99
N -1.4032 -0.6240 -0.4828  -1.12
P -0.7598 0.8354 0.0344  0.66
H 0.9955 -0.5428 -0.8878  0.23
H 1.4338 0.4097 0.5905  0.23
H 1.5497 1.3243 -0.8691  0.25
H -2.2894 -0.9658 -0.5876  0.39
H -0.7619 -1.3055 -0.3480  0.36
H 0.2551 0.4135 2.9185  0.00

For the total energy, the calculation gives -437.64337 Ha. The value obtained for the lowest unoccupied orbital energy (spin up / spin down) is 0.0483 / -0.0107 Ha. The highest occupied orbital energy (spin up / spin down) comes out at -6.6 / -9.4 eV. Its multiplicity is 3. As for the molar mass: 63.0 g/mol. Its expectation value of S² is 2.003.

Entry from the Open Molecules 2025 dataset: a cluster of 2 separate species, CH6NPS in total in a non-equilibrium geometry (ωB97M-V/def2-TZVPD).

Last column: natural (NBO) charge in e.
CARTESIAN COORDINATES (ANGSTROEM)
C -2.1210 0.3480 0.3685  -0.75
N 2.2663 0.2463 -0.5509  -1.13
P 1.6384 -0.5922 0.7352  0.78
S -1.1662 -1.0991 -0.1255  -0.28
H -1.9075 1.1847 -0.2903  0.20
H -1.8964 0.6009 1.4007  0.21
H -3.1672 0.0695 0.2785  0.22
H 2.1475 1.2489 -0.5464  0.40
H 2.2885 -0.1383 -1.4848  0.41
H 1.9176 -1.8686 0.2150  -0.06

For the total energy, the calculation gives -835.93812 Ha. The value obtained for the lowest unoccupied orbital energy is -0.0255 Ha. The highest occupied orbital energy comes out at -7.8 eV. As for the molar mass: 95.1 g/mol.

Entry from the Open Molecules 2025 dataset: a cluster of 2 separate species, CH6NS in total in a non-equilibrium geometry (ωB97M-V/def2-TZVPD).

Last column: natural (NBO) charge in e.
CARTESIAN COORDINATES (ANGSTROEM)
S -1.6710 -1.6989 0.7273  -1.07
H -2.9450 -1.5764 0.3281  0.09
C 1.1092 0.0787 -0.1035  -0.41
N 0.1100 1.0750 -0.5408  -0.87
H 1.8957 0.6317 0.3977  0.15
H 1.5773 -0.3513 -0.9845  0.17
H 0.6418 -0.5962 0.6088  0.22
H -0.7961 0.6168 -0.5718  0.39
H 0.0782 1.8206 0.1386  0.33

For the total energy, the calculation gives -494.65892 Ha. The value obtained for the lowest unoccupied orbital energy is 0.1685 Ha. The highest occupied orbital energy comes out at -2.6 eV. As for the molar mass: 64.1 g/mol. The net charge is -1.

Entry from the Open Molecules 2025 dataset: a cluster of 2 separate species, CH6NS in total (ωB97M-V/def2-TZVPD).

Last column: natural (NBO) charge in e.
CARTESIAN COORDINATES (ANGSTROEM)
S -0.4244 0.3674 -2.7327  -1.05
H 0.7199 -0.2013 -2.3146  0.08
C -0.0891 0.4335 1.0618  -0.41
N -0.1725 -0.9163 0.4831  -0.87
H -1.1006 0.7871 1.2646  0.18
H 0.4694 0.3875 2.0006  0.16
H 0.3917 1.1566 0.3953  0.19
H 0.7827 -1.2118 0.2958  0.33
H -0.5770 -0.8029 -0.4539  0.40

For the total energy, the calculation gives -494.66441 Ha. The value obtained for the lowest unoccupied orbital energy is 0.1617 Ha. The highest occupied orbital energy comes out at -2.7 eV. As for the molar mass: 64.1 g/mol. The net charge is -1.

Entry from the Open Molecules 2025 dataset: a cluster of 2 separate species, CH6O in total in a non-equilibrium geometry (ωB97M-V/def2-TZVPD).

Last column: natural (NBO) charge in e.
CARTESIAN COORDINATES (ANGSTROEM)
C 0.0000 0.0000 0.0000  -0.85
H -0.2900 -0.7033 0.7945  0.21
H -0.7753 0.0126 -0.7802  0.20
H 0.1092 1.0088 0.4248  0.22
H 0.9570 -0.3177 -0.4395  0.22
O -2.2828 0.6954 -3.4206  -0.94
H -2.4325 0.8718 -2.4642  0.47
H -1.8384 -0.1822 -3.4444  0.47

For the total energy, the calculation gives -116.92365 Ha. Its SMILES is C.O. The value obtained for the lowest unoccupied orbital energy is 0.0304 Ha. The highest occupied orbital energy comes out at -11.6 eV. As for the molar mass: 34.1 g/mol.